(1)
{
  "formula": "C3H5N3",
  "method": "ωB97M-V with the def2-TZVPD basis set",
  "elements": ["C", "C", "C", "N", "N", "N", "H", "H", "H", "H", "H"],
  "positions_angstrom": [[-1.493, -0.111, 0.101], [-0.013, 0.047, 0.043], [0.867, 1.074, 0.060], [2.147, 0.555, 0.156], [2.100, -0.715, 0.103], [0.767, -1.103, 0.039], [-2.011, 0.589, -0.555], [-1.801, -1.134, -0.146], [-1.810, 0.074, 1.132], [0.695, 2.132, -0.045], [0.535, -1.367, -0.923]],
  "nbo_charge": [-0.652, 0.140, -0.157, -0.184, -0.042, -0.433, 0.231, 0.230, 0.242, 0.219, 0.404],
  "multiplicity": 1,
  "smiles": "Cc1cnn[nH]1",
  "molar_mass_g_mol": 83.1,
  "e_tot_ev": -7660.4317,
  "e_above_lowest_kcal_mol": 46.67,
  "gap_ha": 0.3901
}

---

(2)
{
  "formula": "C3H5N3",
  "method": "ωB97M-V with the def2-TZVPD basis set",
  "elements": ["C", "C", "N", "N", "N", "C", "H", "H", "H", "H", "H"],
  "positions_angstrom": [[-1.664, -0.455, 0.023], [-0.197, -0.245, 0.043], [0.786, -0.948, -0.095], [1.996, -0.924, -0.398], [1.945, 1.476, -0.124], [0.772, 1.582, 0.004], [-2.154, 0.237, 0.713], [-2.039, -0.249, -0.985], [-1.942, -1.480, 0.289], [2.555, -1.250, 0.397], [-0.058, 2.257, 0.132]],
  "nbo_charge": [-0.684, 0.212, -0.068, -0.355, -0.359, -0.034, 0.233, 0.245, 0.243, 0.349, 0.218],
  "multiplicity": 1,
  "molar_mass_g_mol": 83.1,
  "e_tot_ev": -7658.0204,
  "e_above_lowest_kcal_mol": 102.28,
  "gap_ha": 0.3397
}

---

(3)
{
  "formula": "C3H5N3",
  "method": "ωB97M-V with the def2-TZVPD basis set",
  "elements": ["N", "C", "C", "C", "N", "N", "H", "H", "H", "H", "H"],
  "positions_angstrom": [[-1.889, 0.043, 0.043], [-0.488, 0.018, 0.058], [0.483, -0.934, 0.092], [1.687, -0.188, -0.101], [1.488, 1.105, -0.143], [0.122, 1.249, -0.047], [-2.293, -0.830, 0.351], [-2.191, 0.225, -0.912], [0.365, -1.992, 0.262], [2.683, -0.587, -0.251], [-0.163, 1.801, 0.753]],
  "nbo_charge": [-0.824, 0.318, -0.396, -0.008, -0.274, -0.409, 0.376, 0.384, 0.227, 0.204, 0.400],
  "multiplicity": 1,
  "smiles": "Nc1ccn[nH]1",
  "molar_mass_g_mol": 83.1,
  "e_tot_ev": -7661.3763,
  "e_above_lowest_kcal_mol": 24.89,
  "gap_ha": 0.3586
}

---

(4)
{
  "formula": "C3H5N3",
  "method": "ωB97M-V with the def2-TZVPD basis set",
  "elements": ["H", "N", "C", "C", "N", "C", "N", "H", "H", "H", "H"],
  "positions_angstrom": [[0.881, -0.866, 2.347], [0.715, -1.317, 1.441], [0.294, -0.518, 0.539], [-0.067, 0.992, 0.507], [-0.470, 1.314, -0.867], [-0.412, 0.208, -1.503], [-0.018, -0.906, -0.767], [-0.931, 1.191, 1.159], [0.723, 1.700, 0.806], [-0.684, 0.071, -2.550], [-0.029, -1.869, -1.113]],
  "nbo_charge": [0.350, -0.696, 0.429, -0.344, -0.441, 0.253, -0.630, 0.230, 0.232, 0.195, 0.424],
  "multiplicity": 1,
  "smiles": "[H]/N=C1\\CN=CN1",
  "molar_mass_g_mol": 83.1,
  "e_tot_ev": -7662.0113,
  "e_above_lowest_kcal_mol": 10.25,
  "gap_ha": 0.3667
}

---

(5)
{
  "formula": "C3H5N3",
  "method": "ωB97M-V with the def2-TZVPD basis set",
  "elements": ["C", "N", "C", "N", "C", "N", "H", "H", "H", "H", "H"],
  "positions_angstrom": [[1.084, 0.268, -1.195], [-0.026, -0.034, -0.310], [0.050, -0.904, 0.644], [-0.882, -0.874, 1.610], [-1.549, 0.628, 0.799], [-1.328, 0.571, 1.998], [0.704, 0.520, -2.190], [1.762, -0.592, -1.293], [1.670, 1.119, -0.827], [0.781, -1.713, 0.703], [-2.241, 0.991, 0.055]],
  "nbo_charge": [-0.422, -0.515, 0.240, -0.373, 0.310, -0.258, 0.201, 0.193, 0.199, 0.194, 0.231],
  "multiplicity": 1,
  "smiles": "C/N=C/N1C=N1",
  "molar_mass_g_mol": 83.1,
  "e_tot_ev": -7657.0566,
  "e_above_lowest_kcal_mol": 124.50,
  "gap_ha": 0.3484
}

---

(6)
{
  "formula": "C3H5N3",
  "method": "ωB97M-V with the def2-TZVPD basis set",
  "elements": ["N", "C", "C", "N", "C", "N", "H", "H", "H", "H", "H"],
  "positions_angstrom": [[1.948, -0.134, 0.074], [0.628, -0.139, -0.011], [-0.178, 0.953, -0.072], [-1.458, 0.433, 0.112], [-1.322, -0.891, -0.011], [-0.076, -1.331, -0.042], [2.443, 0.670, 0.098], [2.319, -1.056, -0.115], [0.073, 2.016, -0.039], [-2.249, 1.137, -0.170], [-2.127, -1.656, 0.176]],
  "nbo_charge": [-0.804, 0.275, -0.243, -0.537, 0.184, -0.492, 0.386, 0.398, 0.209, 0.428, 0.198],
  "multiplicity": 1,
  "smiles": "Nc1c[nH]cn1",
  "molar_mass_g_mol": 83.1,
  "e_tot_ev": -7661.5920,
  "e_above_lowest_kcal_mol": 19.91,
  "gap_ha": 0.3092
}

---

(7)
{
  "formula": "C3H5N3",
  "method": "ωB97M-V with the def2-TZVPD basis set",
  "elements": ["N", "C", "C", "C", "N", "N", "H", "H", "H", "H", "H"],
  "positions_angstrom": [[1.771, 0.064, 0.390], [0.416, 0.084, 0.112], [-0.423, 1.063, -0.369], [-1.750, 0.503, -0.275], [-1.651, -0.738, 0.266], [-0.351, -1.000, 0.405], [2.268, 0.845, -0.007], [2.241, -0.812, 0.205], [-0.095, 2.046, -0.697], [-2.326, -0.230, -0.946], [-0.099, -1.825, 0.916]],
  "nbo_charge": [-0.809, 0.322, -0.404, -0.178, -0.268, -0.375, 0.389, 0.382, 0.226, 0.315, 0.401],
  "multiplicity": 1,
  "smiles": "Nc1ccn[nH]1",
  "molar_mass_g_mol": 83.1,
  "e_tot_ev": -7659.2734,
  "e_above_lowest_kcal_mol": 73.38,
  "gap_ha": 0.3374
}

---

(8)
{
  "formula": "C3H5N3",
  "method": "ωB97M-V with the def2-TZVPD basis set",
  "elements": ["N", "C", "C", "C", "N", "N", "H", "H", "H", "H", "H"],
  "positions_angstrom": [[1.372, 1.429, -0.324], [0.538, 0.377, -0.387], [0.585, -0.977, -0.177], [-0.660, -1.120, 0.490], [-1.588, -0.208, 0.175], [-1.186, 0.893, -0.423], [2.303, 1.491, 0.073], [0.847, 2.278, -0.425], [1.214, -1.830, -0.499], [-0.876, -1.778, 1.305], [-2.547, -0.558, 0.192]],
  "nbo_charge": [-0.811, 0.361, -0.448, -0.075, -0.313, -0.385, 0.406, 0.407, 0.256, 0.203, 0.400],
  "multiplicity": 1,
  "smiles": "Nc1cc[nH]n1",
  "molar_mass_g_mol": 83.1,
  "e_tot_ev": -7658.0160,
  "e_above_lowest_kcal_mol": 102.38,
  "gap_ha": [0.2946, 0.2945]
}

---

(9)
{
  "formula": "C3H5N3",
  "method": "ωB97M-V with the def2-TZVPD basis set",
  "elements": ["C", "C", "C", "N", "N", "N", "H", "H", "H", "H", "H"],
  "positions_angstrom": [[1.446, 0.978, -0.140], [0.501, 0.179, 0.417], [-0.292, -0.572, -0.563], [-1.537, -0.606, 0.159], [-1.330, -0.258, 1.456], [-0.150, 0.152, 1.671], [2.384, 1.264, 0.297], [1.146, 1.535, -1.027], [0.134, 0.032, -1.435], [0.079, -1.573, -0.815], [-2.381, -1.131, -0.020]],
  "nbo_charge": [-0.452, 0.130, -0.338, -0.433, 0.050, -0.240, 0.210, 0.207, 0.245, 0.214, 0.407],
  "multiplicity": 1,
  "smiles": "C=C1CNN=N1",
  "molar_mass_g_mol": 83.1,
  "e_tot_ev": -7658.2976,
  "e_above_lowest_kcal_mol": 95.88,
  "gap_ha": 0.3195
}

---

(10)
{
  "formula": "C3H5N3",
  "method": "ωB97M-V with the def2-TZVPD basis set",
  "elements": ["N", "C", "C", "N", "C", "N", "H", "H", "H", "H", "H"],
  "positions_angstrom": [[-0.528, -1.423, -1.482], [-0.080, -1.034, -0.401], [0.777, 1.128, -0.493], [0.539, 1.309, 0.812], [-0.259, 0.471, 1.390], [-0.685, -0.666, 0.767], [0.120, -1.679, -2.213], [1.735, 1.510, -0.819], [0.070, 1.163, -1.307], [-0.493, 0.575, 2.441], [-1.196, -1.354, 1.304]],
  "nbo_charge": [-0.695, 0.381, -0.224, -0.457, 0.230, -0.600, 0.370, 0.186, 0.199, 0.188, 0.420],
  "multiplicity": 1,
  "molar_mass_g_mol": 83.1,
  "e_tot_ev": -7658.9217,
  "e_above_lowest_kcal_mol": 81.49,
  "gap_ha": [0.2936, 0.2934]
}

---

(11)
{
  "formula": "C3H5N3",
  "method": "ωB97M-V with the def2-TZVPD basis set",
  "elements": ["C", "C", "N", "N", "N", "C", "H", "H", "H", "H", "H"],
  "positions_angstrom": [[0.875, 0.830, 1.311], [-0.120, 0.500, 0.203], [-1.259, 0.902, -0.105], [-1.643, -0.454, -1.596], [-0.583, -1.165, -1.480], [0.379, -0.834, -0.739], [1.137, -0.128, 1.777], [1.797, 1.248, 0.892], [0.529, 1.503, 2.103], [-2.461, -1.070, -1.444], [1.349, -1.332, -0.923]],
  "nbo_charge": [-0.654, 0.143, -0.286, -0.283, -0.156, -0.054, 0.231, 0.234, 0.238, 0.365, 0.222],
  "multiplicity": 1,
  "molar_mass_g_mol": 83.1,
  "e_tot_ev": -7658.5149,
  "e_above_lowest_kcal_mol": 90.87,
  "gap_ha": 0.3475
}

---

(12)
{
  "formula": "C3H5N3",
  "method": "ωB97M-V with the def2-TZVPD basis set",
  "elements": ["N", "C", "C", "C", "N", "N", "H", "H", "H", "H", "H"],
  "positions_angstrom": [[-1.846, -0.003, 0.277], [-0.472, 0.127, -0.037], [0.436, -0.869, -0.294], [1.694, -0.289, -0.028], [1.577, 1.005, 0.236], [0.255, 1.245, 0.221], [-1.911, -0.811, 0.892], [-2.441, -0.195, -0.517], [0.119, -1.636, -0.977], [2.656, -0.769, 0.108], [-0.067, 2.194, 0.120]],
  "nbo_charge": [-0.838, 0.287, -0.393, -0.048, -0.264, -0.344, 0.380, 0.374, 0.228, 0.209, 0.409],
  "multiplicity": 1,
  "smiles": "Nc1ccn[nH]1",
  "molar_mass_g_mol": 83.1,
  "e_tot_ev": -7661.1588,
  "e_above_lowest_kcal_mol": 29.90,
  "gap_ha": 0.3682
}